1.
Here is 35 unconnected molecules or ions with the total composition BH72O34 at a distorted geometry from the OMol25 dataset. Energies are from ωB97M-V/def2-TZVPD.

Output
net charge: -1
LUMO energy: 1.4389 eV
F_max: 4.00 eV/A
Kohn-Sham gap: 8.9 eV

Positions of all 107 atoms, in Å:
1 B -0.049 0.365 -0.120
2 H 0.560 0.461 0.766
3 H -0.886 -0.281 0.095
4 H -0.320 1.344 -0.485
5 H 0.514 -0.218 -0.833
6 O 0.180 -0.622 5.399
7 H 0.429 -1.544 5.329
8 H -0.026 -0.360 4.502
9 O 2.873 -3.990 -0.307
10 H 1.990 -3.620 -0.294
11 H 3.073 -4.167 0.612
12 O -2.128 2.145 1.072
13 H -1.362 1.841 0.586
14 H -2.224 3.064 0.820
15 O 2.391 4.150 -2.349
16 H 2.400 3.646 -1.535
17 H 2.773 4.996 -2.112
18 O 0.017 2.386 -3.412
19 H 0.645 2.862 -3.954
20 H -0.137 2.960 -2.662
21 O 4.146 2.026 -3.044
22 H 4.951 1.848 -2.559
23 H 3.608 2.537 -2.439
24 O 0.247 -2.708 -0.887
25 H 0.585 -1.823 -0.749
26 H -0.702 -2.620 -0.794
27 O -2.604 -2.327 -0.190
28 H -2.739 -1.415 -0.447
29 H -2.856 -2.356 0.733
30 O -2.068 4.913 1.914
31 H -2.923 4.593 2.203
32 H -2.154 5.866 1.918
33 O -2.215 5.382 -2.043
34 H -2.590 4.512 -1.906
35 H -1.438 5.399 -1.483
36 O -1.905 -2.300 -3.595
37 H -0.980 -2.496 -3.450
38 H -2.050 -1.473 -3.135
39 O -0.089 4.774 -0.044
40 H 0.669 5.288 0.234
41 H -0.717 4.866 0.672
42 O -5.324 2.517 1.029
43 H -4.640 1.894 0.782
44 H -5.519 2.309 1.942
45 O 5.786 -1.319 0.811
46 H 5.064 -0.995 0.272
47 H 5.526 -2.208 1.051
48 O -0.351 -5.281 -0.122
49 H -0.022 -4.964 0.719
50 H -0.677 -4.497 -0.563
51 O 1.980 0.235 -3.690
52 H 2.775 0.736 -3.508
53 H 1.266 0.811 -3.418
54 O 0.766 -2.213 -4.098
55 H 1.137 -2.663 -4.857
56 H 1.075 -1.310 -4.179
57 O -2.137 -0.196 -2.016
58 H -1.410 -0.048 -1.411
59 H -2.809 0.427 -1.740
60 O -4.317 2.742 -1.467
61 H -4.848 3.131 -0.773
62 H -4.928 2.190 -1.955
63 O -2.867 -2.872 2.764
64 H -2.989 -2.813 3.712
65 H -2.685 -3.797 2.602
66 O 2.589 -4.487 -3.181
67 H 2.077 -3.723 -2.917
68 H 2.076 -5.236 -2.877
69 O -2.491 2.911 -5.237
70 H -1.858 3.116 -4.550
71 H -2.088 3.238 -6.041
72 O 0.371 -4.386 2.478
73 H 0.581 -3.692 3.103
74 H 0.477 -5.197 2.976
75 O 3.416 -0.246 -0.620
76 H 2.663 0.343 -0.576
77 H 3.121 -0.973 -1.168
78 O 5.349 1.884 -0.313
79 H 4.574 1.326 -0.374
80 H 5.373 2.162 0.603
81 O 3.712 -1.944 3.851
82 H 4.554 -2.314 3.587
83 H 3.517 -1.288 3.181
84 O -4.256 -3.489 -2.305
85 H -3.742 -3.358 -1.508
86 H -3.944 -2.813 -2.906
87 O 1.836 2.328 -0.239
88 H 1.496 2.957 0.399
89 H 1.118 1.709 -0.371
90 O 2.479 1.258 4.573
91 H 1.569 1.173 4.857
92 H 2.493 0.874 3.696
93 O 1.080 -2.914 4.699
94 H 1.251 -3.379 5.518
95 H 1.936 -2.582 4.428
96 O -5.915 -1.228 -0.106
97 H -5.804 -1.131 0.840
98 H -5.485 -2.058 -0.314
99 O -1.024 -0.599 2.519
100 H -1.480 -1.439 2.557
101 H -0.896 -0.437 1.584
102 O 2.433 -0.304 2.098
103 H 1.577 0.016 1.814
104 H 2.993 -0.207 1.328
105 O -1.332 1.774 3.849
106 H -1.617 0.945 4.233
107 H -1.525 1.686 2.916

Atomic partial charges in e from the Löwdin method, atoms 1 to 5: number 1, B, carries -0.387; number 2, H, carries -0.005; number 3, H, carries -0.008; number 4, H, carries 0.008; number 5, H, carries 0.011

2.
Here is a molecular structure, C44H73N21O2P at a distorted geometry from the OMol25 dataset. Energies are from ωB97M-V/def2-TZVPD.

Output
net charge: +1
LUMO energy: -2.5637 eV
F_max: 16.13 eV/A
Kohn-Sham gap: 6.5 eV

Positions of all 141 atoms, in Å:
1 C 3.131 0.256 -0.517
2 C 1.584 0.081 -1.124
3 O 1.438 -1.142 -1.930
4 C 0.036 -1.189 -2.373
5 P -0.288 -2.907 -3.240
6 N 0.830 -4.015 -2.787
7 C -0.242 0.001 -3.466
8 N 0.681 1.196 -3.366
9 C 1.230 1.470 -1.984
10 C 0.348 2.513 -1.078
11 C -1.274 2.435 -1.306
12 C -2.042 1.274 -0.436
13 N -1.641 0.766 0.934
14 O -3.164 0.750 -0.985
15 H 3.879 0.360 -1.440
16 H 3.443 -0.643 0.184
17 H 3.156 1.296 0.065
18 H 0.895 -0.047 -0.175
19 H -0.754 -1.041 -1.500
20 H -0.157 -2.786 -4.689
21 H -1.628 -3.365 -2.922
22 H 0.316 -4.809 -2.345
23 H -1.374 0.330 -3.363
24 H -0.157 -0.491 -4.548
25 H 1.503 1.002 -4.005
26 H 0.173 2.012 -3.801
27 H 2.291 1.993 -2.149
28 H 0.675 3.617 -1.388
29 H 0.688 2.383 0.038
30 H -1.537 2.312 -2.450
31 H -1.707 3.502 -0.994
32 H -0.617 0.849 1.115
33 H -1.984 -0.226 1.071
34 C -2.261 2.045 -6.656
35 C -1.981 2.881 -5.418
36 N -1.749 3.575 -4.391
37 H -3.331 2.062 -6.884
38 H -1.708 2.446 -7.510
39 H -1.951 1.010 -6.485
40 C 6.077 -2.044 2.437
41 C 5.195 -0.882 2.863
42 N 4.462 0.082 3.217
43 H 6.991 -2.058 3.038
44 H 5.544 -2.988 2.578
45 H 6.347 -1.940 1.383
46 C -1.058 5.348 1.316
47 C 0.453 5.444 1.173
48 N 1.705 5.524 1.054
49 H -1.536 6.169 0.775
50 H -1.411 4.398 0.907
51 H -1.336 5.407 2.372
52 C 10.695 -1.399 3.409
53 C 9.476 -2.196 3.842
54 N 8.464 -2.858 4.202
55 H 10.565 -1.048 2.381
56 H 10.827 -0.534 4.066
57 H 11.589 -2.026 3.461
58 C -5.719 1.711 0.405
59 C -6.326 2.907 1.120
60 N -6.829 3.899 1.714
61 H -6.314 1.463 -0.478
62 H -4.697 1.942 0.093
63 H -5.699 0.847 1.075
64 C 5.043 3.653 2.563
65 C 6.554 3.749 2.420
66 N 7.807 3.829 2.301
67 H 4.565 4.474 2.022
68 H 4.690 2.703 2.154
69 H 4.765 3.712 3.619
70 C -6.957 7.096 -0.267
71 C -5.446 7.193 -0.410
72 N -4.193 7.272 -0.529
73 H -7.435 7.917 -0.808
74 H -7.310 6.146 -0.676
75 H -7.235 7.155 0.788
76 C 1.147 -4.785 0.893
77 C 2.631 -4.460 0.916
78 N 3.863 -4.189 0.936
79 H 0.680 -4.465 1.828
80 H 0.665 -4.268 0.059
81 H 1.004 -5.863 0.774
82 C 7.567 -2.497 7.391
83 C 7.847 -1.661 8.629
84 N 8.079 -0.967 9.656
85 H 6.498 -2.479 7.163
86 H 8.120 -2.096 6.537
87 H 7.878 -3.531 7.562
88 C -4.676 6.792 -4.461
89 C -3.700 5.643 -4.269
90 N -2.889 4.690 -4.110
91 H -4.401 7.371 -5.347
92 H -5.690 6.403 -4.590
93 H -4.655 7.449 -3.587
94 C -4.253 4.294 4.656
95 C -2.769 4.620 4.680
96 N -1.537 4.890 4.699
97 H -4.720 4.614 5.591
98 H -4.735 4.811 3.822
99 H -4.396 3.216 4.537
100 C 4.790 -2.041 -3.924
101 C 3.571 -2.839 -3.490
102 N 2.560 -3.501 -3.131
103 H 4.660 -1.691 -4.951
104 H 4.923 -1.177 -3.267
105 H 5.684 -2.669 -3.871
106 C -9.494 0.797 3.586
107 C -8.466 0.094 2.715
108 N -7.612 -0.490 1.993
109 H -9.013 1.198 4.482
110 H -9.953 1.620 3.030
111 H -10.274 0.091 3.885
112 C 3.451 -6.306 4.006
113 C 2.233 -7.104 4.439
114 N 1.221 -7.766 4.799
115 H 3.322 -5.956 2.978
116 H 3.584 -5.442 4.662
117 H 4.346 -6.933 4.058
118 C 1.034 -10.821 3.497
119 C 0.725 -11.398 2.125
120 N 0.470 -11.877 0.987
121 H 2.022 -11.153 3.828
122 H 1.021 -9.729 3.454
123 H 0.285 -11.158 4.220
124 C -8.266 5.723 4.387
125 C -9.435 5.019 5.056
126 N -10.405 4.434 5.610
127 H -7.815 5.067 3.638
128 H -8.612 6.638 3.899
129 H -7.510 5.982 5.134
130 C 2.603 -4.290 -7.345
131 C 1.720 -3.128 -6.919
132 N 0.988 -2.164 -6.566
133 H 3.516 -4.304 -6.744
134 H 2.070 -5.234 -7.205
135 H 2.872 -4.186 -8.400
136 C -2.264 -4.532 -7.346
137 C -1.236 -5.236 -8.217
138 N -0.382 -5.819 -8.938
139 H -1.783 -4.131 -6.450
140 H -2.723 -3.710 -7.902
141 H -3.044 -5.238 -7.047

Atomic partial charges in e from the Löwdin method, atoms 1 to 5: number 1, C, carries -0.033; number 2, C, carries -0.267; number 3, O, carries -0.180; number 4, C, carries -0.362; number 5, P, carries 0.814

3.
Here is a molecular structure, C33H47BaN2O6PSi at a distorted geometry from the OMol25 dataset. Energies are from ωB97M-V/def2-TZVPD.

Output
net charge: -2
LUMO energy: 4.1820 eV
relative energy (zero: lowest compared OMol25 entry of this formula, charge and spin): 25.5 kJ/mol
F_max: 1.39 eV/A
Kohn-Sham gap: 5.1 eV

Positions of all 91 atoms, in Å:
1 Ba 0.981 -0.472 0.721
2 O 1.667 -3.002 6.886
3 C 1.457 -2.549 5.611
4 C 1.844 -3.289 4.508
5 C 1.606 -2.766 3.247
6 N 1.003 -1.596 3.085
7 C 0.622 -0.884 4.142
8 C 0.831 -1.326 5.440
9 C -0.150 0.428 3.857
10 O -0.593 1.044 4.830
11 O -0.271 0.685 2.627
12 C 2.003 -3.540 1.971
13 O 2.481 -4.669 2.129
14 O 1.781 -2.907 0.905
15 H 2.105 -3.856 6.824
16 H 2.323 -4.259 4.587
17 H 0.492 -0.722 6.270
18 C -0.522 -3.333 -1.837
19 C -1.983 -3.022 -1.506
20 C -2.844 -3.236 -2.748
21 P -2.033 -1.341 -0.694
22 C -3.586 -1.354 0.342
23 C -4.890 -1.980 -0.155
24 C -3.825 0.075 0.833
25 C -2.263 -0.135 -2.030
26 C -3.469 -0.023 -2.724
27 C -3.706 0.911 -3.721
28 C -5.017 0.987 -4.452
29 C -2.634 1.766 -4.016
30 C -1.427 1.691 -3.365
31 C -1.172 0.735 -2.328
32 N -0.027 0.622 -1.645
33 C 0.984 1.558 -1.962
34 C 0.976 2.833 -1.382
35 C -0.125 3.227 -0.442
36 C 1.996 3.725 -1.693
37 C 3.037 3.385 -2.549
38 C 4.146 4.359 -2.848
39 C 3.039 2.110 -3.100
40 C 2.029 1.197 -2.822
41 C 2.041 -0.174 -3.434
42 H -0.431 -4.314 -2.315
43 H 0.119 -3.330 -0.953
44 H -0.128 -2.588 -2.537
45 H -2.315 -3.705 -0.714
46 H -2.547 -2.540 -3.535
47 H -3.909 -3.084 -2.569
48 H -2.706 -4.254 -3.129
49 H -3.264 -1.955 1.199
50 H -5.372 -1.375 -0.924
51 H -5.596 -2.053 0.679
52 H -4.745 -2.989 -0.550
53 H -4.089 0.729 -0.003
54 H -2.939 0.494 1.317
55 H -4.649 0.099 1.553
56 H -4.265 -0.711 -2.466
57 H -5.790 0.423 -3.923
58 H -4.961 0.578 -5.468
59 H -5.375 2.017 -4.544
60 H -2.750 2.526 -4.787
61 H -0.648 2.395 -3.643
62 H -1.108 3.125 -0.910
63 H 0.000 4.260 -0.115
64 H -0.142 2.601 0.455
65 H 1.984 4.708 -1.229
66 H 4.101 5.218 -2.175
67 H 4.094 4.739 -3.874
68 H 5.126 3.893 -2.719
69 H 3.851 1.808 -3.757
70 H 2.879 -0.283 -4.127
71 H 1.110 -0.370 -3.972
72 H 2.124 -0.952 -2.671
73 C -2.926 -1.488 4.122
74 O -2.102 -2.406 3.419
75 H -3.479 -2.062 4.866
76 H -3.644 -0.997 3.458
77 H -2.338 -0.718 4.633
78 H -1.510 -1.897 2.864
79 C 5.197 0.265 1.992
80 Si 3.784 1.357 1.228
81 C 4.908 2.553 0.200
82 C 3.457 2.527 2.738
83 H 5.940 0.901 2.494
84 H 5.710 -0.302 1.207
85 H 4.830 -0.465 2.721
86 H 5.717 2.952 0.829
87 H 4.337 3.399 -0.200
88 H 5.363 2.040 -0.654
89 H 4.414 2.915 3.115
90 H 2.939 2.034 3.567
91 H 2.836 3.381 2.446

Atomic partial charges in e from the Löwdin method, atoms 1 to 5: number 1, Ba, carries 1.643; number 2, O, carries 0.047; number 3, C, carries -0.288; number 4, C, carries 0.052; number 5, C, carries -0.181